[1]
DFT (the ωB97M-V functional and the def2-TZVPD basis) results for a single C6H10NOP molecule.

For the energy above the lowest of the compared OMol25 structures with the same formula, charge and spin, the calculation gives 320.5 kJ/mol. As for the HOMO energy: -8.1026 eV. Its spin multiplicity is 1. Its total energy is -19206.5867 eV. For the LUMO energy, the calculation gives 0.5990 eV. For the orbital gap, the calculation gives 0.3198 Ha.

CARTESIAN COORDINATES (ANGSTROEM)
P1 0.22 0.42 2.29
O1 0.22 -1.07 1.62
N1 0.06 -2.53 -0.02
C1 0.58 1.51 -0.45
C2 -1.62 -0.81 0.26
C3 -0.51 -1.41 0.54
C4 1.86 0.78 -1.01
C5 -2.78 -0.26 -0.01
C6 0.48 1.49 1.08
H1 1.77 0.72 -2.13
H2 -0.46 -3.29 -0.18
H3 2.92 1.29 -0.74
H4 -3.72 -0.57 0.59
H5 -3.00 0.54 -0.87
H6 -0.34 1.03 -1.01
H7 0.83 2.45 -0.89
H8 0.52 2.65 1.41
H9 1.90 -0.30 -0.66
H10 1.05 -2.66 0.17

---

[2]
DFT (the ωB97M-V functional and the def2-TZVPD basis) results for 8 unconnected molecules or ions with the total composition C18H53NO8.

For the energy above the lowest of the compared OMol25 structures with the same formula, charge and spin, the calculation gives 0.0 kJ/mol. The net charge is -1. As for the HOMO energy (alpha / beta): 0.5282 / -6.9209 eV. Its spin multiplicity is 2. Its total energy is -37391.8212 eV. For the LUMO energy (alpha / beta), the calculation gives 2.5688 / 2.4967 eV. For the orbital gap (alpha / beta), the calculation gives 0.0750 / 0.3461 Ha.

CARTESIAN COORDINATES (ANGSTROEM)
O1 18.98 2.92 -11.39
O2 16.77 9.75 -7.78
O3 17.02 1.84 -4.76
O4 22.14 8.36 -6.29
O5 22.52 6.60 -10.84
O6 21.91 6.44 -8.12
O7 26.43 6.60 -11.26
O8 24.77 4.65 -5.37
N1 27.00 5.62 -7.70
C1 18.97 2.44 -6.04
C2 25.81 5.43 -11.81
C3 17.85 1.40 -5.87
C4 27.18 6.32 -10.07
C5 19.03 10.22 -8.50
C6 18.49 1.26 -9.69
C7 20.56 6.10 -7.98
C8 22.46 7.74 -11.62
C9 26.26 5.97 -8.89
C10 17.57 10.71 -8.43
C11 20.96 9.53 -4.47
C12 23.26 2.94 -5.75
C13 22.18 8.93 -10.73
C14 25.38 7.13 -8.43
C15 23.56 4.37 -6.08
C16 20.20 4.83 -8.75
C17 20.89 8.45 -5.55
C18 17.94 2.36 -10.63
H1 22.92 8.90 -9.93
H2 17.17 10.76 -9.44
H3 19.22 1.67 -9.00
H4 21.72 7.75 -12.42
H5 17.25 1.30 -6.78
H6 23.08 2.86 -4.68
H7 21.94 7.70 -6.95
H8 27.77 4.99 -7.90
H9 27.66 7.25 -9.78
H10 26.39 5.19 -7.02
H11 22.11 6.48 -9.06
H12 19.68 10.88 -9.08
H13 17.49 3.19 -10.09
H14 21.83 9.37 -3.84
H15 17.76 0.85 -8.99
H16 17.10 2.00 -11.23
H17 23.39 7.86 -12.16
H18 24.64 7.37 -9.20
H19 26.66 4.76 -11.93
H20 22.32 9.91 -11.18
H21 18.87 0.38 -10.21
H22 19.63 2.47 -5.18
H23 21.16 8.86 -10.34
H24 22.70 5.89 -11.46
H25 21.10 10.44 -5.07
H26 22.74 4.98 -5.70
H27 20.72 3.95 -8.36
H28 18.29 0.43 -5.68
H29 16.50 9.09 -8.42
H30 24.65 5.54 -5.04
H31 24.79 6.75 -7.60
H32 25.04 4.99 -11.17
H33 25.39 5.65 -12.79
H34 27.95 5.56 -10.23
H35 22.42 2.44 -6.22
H36 19.44 10.14 -7.49
H37 25.56 5.18 -9.18
H38 18.55 3.45 -6.10
H39 16.15 1.43 -4.83
H40 24.11 2.32 -6.05
H41 18.58 3.61 -11.92
H42 20.08 8.60 -6.26
H43 19.18 9.28 -9.04
H44 20.03 9.63 -3.92
H45 20.36 4.93 -9.83
H46 20.03 7.03 -8.15
H47 19.14 4.59 -8.69
H48 19.60 2.36 -6.93
H49 23.65 4.57 -7.15
H50 26.03 7.98 -8.22
H51 17.56 11.70 -7.97
H52 20.46 5.80 -6.93
H53 20.64 7.55 -4.99

---

[3]
DFT (the ωB97M-V functional and the def2-TZVPD basis) results for 2 unconnected molecules or ions with the total composition CH4OS2.

For the energy above the lowest of the compared OMol25 structures with the same formula, charge and spin, the calculation gives 93.2 kJ/mol. As for the HOMO energy: -8.4484 eV. Its spin multiplicity is 1. Its total energy is -24818.3092 eV. For the LUMO energy, the calculation gives 0.1948 eV. For the orbital gap, the calculation gives 0.3176 Ha.

CARTESIAN COORDINATES (ANGSTROEM)
S1 -0.56 1.13 -0.50
S2 -2.02 -0.39 -0.14
O1 2.14 -0.68 1.14
C1 3.04 -0.67 0.36
H1 -1.11 -1.34 -0.36
H2 3.92 -1.32 0.41
H3 3.05 0.10 -0.43
H4 0.34 0.21 -0.95

---

[4]
DFT (the ωB97M-V functional and the def2-TZVPD basis) results for a single C5H8O molecule.

For the energy above the lowest of the compared OMol25 structures with the same formula, charge and spin, the calculation gives 419.1 kJ/mol. As for the HOMO energy (alpha / beta): -7.9567 / -7.6251 eV. Its spin multiplicity is 1. Its total energy is -7357.9117 eV. For the LUMO energy (alpha / beta), the calculation gives -0.0055 / -0.5760 eV. For the orbital gap (alpha / beta), the calculation gives 0.2922 / 0.2590 Ha.

CARTESIAN COORDINATES (ANGSTROEM)
O1 -0.16 -0.29 -2.01
C1 0.84 0.96 -0.45
C2 0.13 -1.21 0.15
C3 -0.37 1.15 0.40
C4 -0.25 -1.25 -1.21
C5 -0.36 -0.18 1.14
H1 -0.30 2.04 1.05
H2 0.97 1.50 -1.38
H3 1.76 0.69 0.06
H4 -1.25 1.27 -0.24
H5 0.39 -0.10 1.94
H6 -0.64 -2.20 -1.62
H7 -1.32 -0.44 1.62
H8 0.34 -2.19 0.59

---

[5]
DFT (the ωB97M-V functional and the def2-TZVPD basis) results for a molecular structure, C21H25CoGe2NO3S4Sb.

As for the HOMO energy (alpha / beta): -8.6512 / -8.6246 eV. Its spin multiplicity is 1. Its total energy is -230353.1287 eV. For the LUMO energy (alpha / beta), the calculation gives -1.6196 / -2.9368 eV. For the orbital gap (alpha / beta), the calculation gives 0.2584 / 0.2090 Ha.

CARTESIAN COORDINATES (ANGSTROEM)
Sb1 -3.12 -3.35 1.43
Ge1 0.13 -0.43 3.61
Ge2 0.04 -0.60 1.16
Co1 -2.11 -1.06 -1.09
S1 -0.95 -2.45 0.20
S2 1.43 2.86 -3.41
S3 -3.92 -2.21 -0.66
S4 -3.49 -1.89 3.08
O1 1.71 3.15 -4.80
O2 2.57 2.52 -2.58
O3 0.49 3.77 -2.77
N1 -1.79 -2.08 -2.68
C1 1.84 -0.71 0.43
C2 0.40 -1.03 -2.93
C3 2.52 0.30 -0.23
C4 -0.97 -0.99 -3.11
C5 -2.55 0.49 0.51
C6 -3.49 1.36 -0.05
C7 3.83 -2.09 0.30
C8 -0.77 1.80 -0.46
C9 1.14 0.13 -3.12
C10 1.92 0.35 3.84
C11 0.50 1.32 -3.44
C12 -1.71 2.69 -0.96
C13 -3.07 2.46 -0.77
C14 -1.17 0.69 0.30
C15 3.84 0.13 -0.64
C16 4.49 -1.07 -0.38
C17 -1.63 0.19 -3.49
C18 0.04 -2.16 4.48
C19 -0.87 1.34 -3.67
C20 2.52 -1.91 0.70
C21 -1.23 0.84 4.18
H1 -2.64 -2.24 -3.22
H2 -1.35 3.54 -1.53
H3 -1.35 2.28 -3.93
H4 0.27 2.01 -0.66
H5 -2.70 0.19 -3.65
H6 -4.54 1.17 0.12
H7 2.69 -0.34 3.49
H8 -2.89 -0.27 1.22
H9 -3.80 3.14 -1.19
H10 0.23 -2.03 5.55
H11 -0.95 -2.61 4.36
H12 2.20 0.14 -2.96
H13 -1.11 1.79 3.65
H14 5.52 -1.20 -0.70
H15 2.01 -2.72 1.23
H16 0.80 -2.84 4.08
H17 -1.30 -2.95 -2.53
H18 2.09 0.56 4.90
H19 4.34 -3.02 0.50
H20 2.01 1.28 3.29
H21 4.32 0.93 -1.17
H22 -1.12 1.04 5.25
H23 -2.23 0.45 3.99
H24 2.06 1.26 -0.47
H25 0.89 -1.95 -2.62

---

[6]
DFT (the ωB97M-V functional and the def2-TZVPD basis) results for a molecular structure, C31H31BiCl3O5PSSbSe4.

For the energy above the lowest of the compared OMol25 structures with the same formula, charge and spin, the calculation gives 160.5 kJ/mol. The net charge is -2. As for the HOMO energy (alpha / beta): -1.2417 / -1.2416 eV. Its spin multiplicity is 2. Its total energy is -374343.3350 eV. For the LUMO energy (alpha / beta), the calculation gives 3.3430 / 3.3424 eV. For the orbital gap (alpha / beta), the calculation gives 0.1685 / 0.1685 Ha.

CARTESIAN COORDINATES (ANGSTROEM)
Bi1 0.87 -0.22 2.13
Sb1 2.15 0.91 6.08
Se1 4.27 1.57 4.97
Se2 2.54 -0.41 8.08
Se3 0.75 2.89 6.41
Se4 1.04 -0.90 4.47
Cl1 -3.24 0.90 4.75
Cl2 -0.77 1.45 -0.03
Cl3 -5.50 3.82 0.85
S1 -1.34 -2.95 2.61
P1 -0.61 -1.25 -1.76
O1 1.80 2.64 1.69
O2 0.52 -1.40 -0.83
O3 -1.17 0.44 2.82
O4 3.02 0.72 -0.22
O5 3.24 -1.58 1.79
C1 0.64 -4.21 -4.25
C2 1.64 3.31 2.93
C3 4.19 -1.40 2.84
C4 -0.63 -2.59 -2.99
C5 -0.52 0.22 -2.83
C6 4.17 -0.01 0.12
C7 -2.09 1.78 1.05
C8 0.69 0.91 -2.82
C9 -0.19 2.47 -4.42
C10 3.12 2.72 1.21
C11 -4.60 -1.70 0.44
C12 -2.09 1.21 2.34
C13 3.76 -1.44 0.49
C14 -1.69 -3.87 -4.73
C15 0.57 -3.24 -3.26
C16 -3.22 -0.34 -0.97
C17 -2.47 -2.52 -0.28
C18 3.15 2.12 -0.20
C19 -3.21 1.53 3.15
C20 0.85 2.03 -3.61
C21 -3.12 2.58 0.59
C22 -4.40 -0.53 -0.26
C23 -1.38 1.76 -4.45
C24 0.05 -2.32 2.22
C25 -4.19 2.84 1.42
C26 -4.24 2.32 2.71
C27 -1.76 -2.91 -3.75
C28 -1.54 0.63 -3.68
C29 -0.49 -4.53 -4.99
C30 -3.64 -2.70 0.43
C31 -2.26 -1.34 -0.98
H1 1.47 0.57 -2.15
H2 -3.79 -3.61 0.99
H3 3.44 3.78 1.15
H4 4.86 -0.05 -0.75
H5 -5.07 2.53 3.36
H6 4.71 0.45 0.95
H7 -0.44 -5.28 -5.76
H8 -5.51 -1.84 1.02
H9 3.81 2.21 1.89
H10 2.96 -1.76 -0.18
H11 1.69 4.39 2.80
H12 1.58 -4.71 -4.45
H13 5.14 -1.89 2.60
H14 1.44 -2.98 -2.68
H15 -0.07 3.36 -5.02
H16 -1.70 -3.27 -0.29
H17 -2.47 0.07 -3.73
H18 0.65 3.05 3.32
H19 -2.69 -2.40 -3.54
H20 -2.20 2.10 -5.08
H21 2.41 3.02 3.64
H22 3.76 -1.85 3.73
H23 1.79 2.57 -3.59
H24 -3.08 2.99 -0.41
H25 -3.06 0.59 -1.50
H26 2.29 2.50 -0.74
H27 4.38 -0.35 3.04
H28 -2.56 -4.11 -5.32
H29 -5.14 0.25 -0.25
H30 4.08 2.43 -0.71
H31 4.64 -2.10 0.38